This record from the OMol25 dataset describes a molecular structure, C22H34N2O6P2Ti. The level of theory is the ωB97M-V functional and the def2-TZVPD basis.

The geometry in ORCA input format:
```
! wB97M-V def2-TZVPD RIJCOSX def2/J DEFGRID3
* xyz 2 1
P 0.0767 -2.0749 -3.1065
P 0.2119 1.6409 -3.6893
C -0.4354 -0.9886 -4.4994
C 0.4324 0.2514 -4.8369
H -1.4748 -0.6791 -4.2906
H -0.4720 -1.6207 -5.4052
H 1.5080 0.0097 -4.8988
H 0.1289 0.6584 -5.8176
C -1.3581 2.4840 -3.9792
H -1.6205 3.0990 -3.1062
H -2.1617 1.7616 -4.1931
H -1.2107 3.1408 -4.8526
C 1.5408 2.8285 -3.4895
H 1.4007 3.6266 -4.2328
H 2.5189 2.3508 -3.6439
H 1.4977 3.2675 -2.4833
C -1.2352 -3.3072 -2.9833
H -1.1432 -3.8764 -2.0484
H -1.1993 -4.0152 -3.8309
H -2.2203 -2.8147 -3.0014
C 1.6264 -2.8477 -3.6801
H 2.4224 -2.0886 -3.7814
H 1.4970 -3.3314 -4.6676
H 1.9658 -3.6136 -2.9612
Ti 0.4381 -2.1798 1.1432
C 0.3417 2.4150 -0.3799
C -0.9824 2.3261 -0.5059
C -1.8829 1.2019 -0.9117
C -1.7833 -0.2127 -0.2615
C -0.7292 -1.2067 -0.5501
C 0.3804 -1.0905 -1.5903
C 0.8381 0.3620 -1.7733
C 1.2040 1.1825 -0.5341
C 2.4687 -2.7188 1.3703
H 0.8284 3.3540 -0.0897
H -1.5485 3.2863 -0.4442
H -1.9842 1.1196 -2.0092
H -2.8991 1.5317 -0.6236
H -1.9459 -0.1355 0.8309
H -2.7399 -0.7154 -0.5425
H -1.1293 -2.2679 -0.4327
H 1.2836 -1.6361 -1.2486
H -0.0813 0.8857 -2.2044
H 1.7288 0.3686 -2.4317
H 1.1343 0.5687 0.3692
H 2.2545 1.4960 -0.5868
H 3.0517 -1.7912 1.5305
H 2.8774 -3.2473 0.4948
H 2.6085 -3.3545 2.2541
O -0.4329 -2.1070 2.9749
C 0.0552 -0.9185 3.1802
O 0.8182 -0.4865 2.2278
C -0.1864 -0.1516 4.3932
C 0.6869 0.8642 4.8327
C 0.5114 1.4126 6.1277
C -0.5150 0.9705 6.9693
C -1.4021 0.0083 6.4934
C -1.2639 -0.5288 5.1959
N -2.4058 -0.5205 7.3917
O -2.4019 -0.1653 8.5912
O -3.2385 -1.3367 6.9514
N 1.3932 2.4470 6.6146
O 2.2232 2.9632 5.8402
O 1.2772 2.8050 7.8105
H 1.4790 1.2075 4.1789
H -0.6253 1.3865 7.9678
H -2.0010 -1.2529 4.8649
*
```

Its energy above the lowest of the compared OMol25 structures with the same formula, charge and spin is 210.8 kJ/mol. The electronic energy comes out at -80296.582 eV. Its gap between HOMO and LUMO (alpha / beta) is 3.50 / 3.51 eV. Its LUMO energy (alpha / beta) is -0.280 / -0.280 Eh.

Atom charges from the Löwdin analysis, given in e for atoms 1 to 2: number 1, P, carries 0.964; number 2, P, carries 0.840